Entry a
Density functional theory data (ωB97M-V/def2-TZVPD) for a 7-piece molecular cluster, H14O7 overall.

```
21
Properties=species:S:1:pos:R:3:lowdin_charge:R:1
O -6.39843 -22.43123 -3.15189 -0.0909
H -7.13984 -22.59529 -2.56195 0.0255
H -5.92671 -23.29170 -3.20151 -0.0148
O -5.27637 -27.72866 -4.18169 -0.0417
H -4.46581 -28.24493 -4.08387 0.0810
H -5.49342 -27.78561 -5.12477 0.0837
O -2.75874 -23.75098 -4.48723 -0.0490
H -2.10368 -24.06207 -5.12863 0.0611
H -2.25947 -23.57504 -3.67963 0.0718
O -5.21499 -24.93547 -3.49649 -0.0630
H -4.32653 -24.71250 -3.82514 0.0138
H -5.41768 -25.80314 -3.88919 0.0182
O -7.83689 -27.49058 -2.92215 -0.0612
H -7.07287 -27.84341 -3.42051 0.0031
H -8.43727 -28.24037 -2.83723 0.0510
O -3.71440 -24.30511 -7.16868 -0.0615
H -3.74780 -23.84163 -6.32179 0.0015
H -3.99415 -23.65118 -7.81813 0.0423
O -5.83812 -26.93046 -0.83327 -0.0718
H -5.17655 -26.34193 -1.21288 0.0144
H -6.25935 -27.35107 -1.60213 -0.0136
```

Its SMILES is O.O.O.O.O.O.O. The calculation puts the frontier orbital gap at 10.20 eV. The LUMO energy comes out at -0.1 eV.


Entry b
Density functional theory data (ωB97M-V/def2-TZVPD) for H14O7 as an isolated structure.

```
21
Properties=species:S:1:pos:R:3:lowdin_charge:R:1
H 0.65640 0.18534 2.90071 -0.0417
H 0.35318 -0.71666 1.69596 0.0492
H 1.08988 3.54214 -0.43386 -0.0192
H 1.82946 2.40982 -0.84946 0.0607
H -2.71410 1.34970 0.67804 0.0195
H -3.90128 0.25242 0.58926 0.0814
H 3.79801 -0.07807 0.00855 0.0338
H 5.28762 -0.30271 -0.17701 0.0218
H -2.11725 -2.32042 -0.70283 0.0411
H -1.89080 -2.12881 0.74145 0.1105
H -0.08358 -3.05270 -0.01058 0.0904
H 1.17877 -2.28895 0.00283 0.0504
H -2.01820 -0.26911 -1.77335 0.0535
H -2.07707 1.27378 -1.42681 -0.0419
O 0.56042 0.21615 2.01294 -0.0307
O 1.42006 2.78720 -0.03488 -0.0419
O -3.60458 1.20213 0.37971 -0.0817
O 4.44994 -0.43937 -0.60710 -0.0570
O -1.46270 -1.96380 -0.14299 -0.1180
O 0.23828 -2.12725 -0.09353 -0.1331
O -1.52531 0.59298 -1.66952 -0.0471
```

The calculation puts the frontier orbital gap at 10.23 eV. The LUMO energy comes out at 0.1 eV.


Entry c
Density functional theory data (ωB97M-V/def2-TZVPD) for a 7-piece molecular cluster, H14O7 overall.

```
21
Properties=species:S:1:pos:R:3:lowdin_charge:R:1
O -1.27101 -1.09570 -0.31988 -0.0604
H -0.83527 -0.34388 0.09714 0.0223
H -0.88034 -1.13451 -1.20014 0.0360
O 2.08468 2.74146 1.00216 -0.0522
H 2.23617 1.85055 1.33732 0.0257
H 1.18977 2.70890 0.64571 0.0218
O 2.83633 -2.56725 0.98804 -0.0653
H 3.64173 -2.10511 1.24638 0.0632
H 2.15896 -1.88165 0.99842 0.0537
O 1.82643 -3.05223 -0.99075 -0.0953
H 1.54181 -3.71044 -1.63476 0.0371
H 2.33391 -3.55860 -0.34652 0.0102
O -1.82801 3.28185 0.18854 -0.0574
H -1.72517 2.67635 0.93136 0.0240
H -2.76608 3.23136 -0.02703 0.0385
O -2.57415 -1.19050 3.52911 -0.0617
H -2.94524 -0.65224 2.82091 0.0271
H -2.04293 -1.84993 3.06874 0.0322
O -1.05832 2.41758 -3.77707 -0.0616
H -1.48308 1.60426 -4.07218 0.0293
H -0.44019 2.62973 -4.48551 0.0328
```

Its SMILES is O.O.O.O.O.O.O. The calculation puts the frontier orbital gap at 10.98 eV. The LUMO energy comes out at -0.2 eV.


Entry d
Density functional theory data (ωB97M-V/def2-TZVPD) for a 7-piece molecular cluster, H14O7 overall.

```
21
Properties=species:S:1:pos:R:3:lowdin_charge:R:1
O 3.17762 -0.06571 0.98352 -0.0408
H 4.02762 0.23929 1.23652 0.0368
H 2.47662 0.60829 1.18452 0.0934
O 1.79962 -1.97671 2.44952 -0.0412
H 1.67662 -1.64671 3.33452 0.0511
H 2.37762 -1.38071 1.98852 -0.0206
O -1.16338 1.44929 0.39752 -0.0331
H -0.90938 2.31329 0.08752 0.0212
H -0.63038 0.96629 -0.21848 -0.0497
O -0.52038 1.08229 -2.42448 -0.0338
H -0.99838 1.86929 -2.14248 0.0667
H -0.08038 1.39929 -3.22548 0.0895
O -0.01038 -0.72871 -0.63348 -0.0543
H -0.21338 -0.12871 -1.38248 -0.0106
H 0.92562 -0.82071 -0.55048 0.0343
O -3.50438 0.42529 -1.88948 -0.0255
H -2.76038 -0.00671 -2.25748 -0.0050
H -3.71738 1.14329 -2.47948 0.0277
O -0.88838 -1.45471 2.13752 -0.0811
H -1.03538 -1.42971 1.17452 0.0136
H -0.02938 -1.85671 2.22952 -0.0385
```

Its SMILES is O.O.O.O.O.O.O. The calculation puts the frontier orbital gap at 9.40 eV. The LUMO energy comes out at -0.3 eV.


Most stable structure, least stable structure: entry a, entry b.


Entry a
Density functional theory data (ωB97M-V/def2-TZVPD) for a 7-piece molecular cluster, H14O7 overall.

```
21
Properties=species:S:1:pos:R:3:lowdin_charge:R:1
O -1.46546 -1.68623 -0.43455 -0.0557
H -0.60887 -1.58190 0.03996 0.0339
H -1.94887 -0.86804 -0.22108 -0.0029
O -2.84512 1.21590 -1.24474 -0.0471
H -2.09815 0.62107 -1.15466 0.0012
H -2.43408 2.08839 -1.31819 0.0435
O 4.47028 -0.63762 -0.63343 -0.0894
H 4.25277 -0.06465 -1.44692 0.0716
H 3.59109 -0.76286 -0.27400 -0.0325
O 2.28314 1.34870 -0.92486 -0.0616
H 2.42376 2.23068 -1.30612 0.0562
H 1.75923 1.46638 -0.10371 0.0414
O 1.86126 -2.16975 1.08602 -0.0858
H 2.51944 -2.77674 0.71491 0.0442
H 1.80700 -1.50509 0.29773 0.0639
O -0.43285 1.91476 2.07874 -0.0555
H 0.33411 1.39325 2.06325 -0.0163
H -0.14024 2.87127 2.18095 0.0803
O -4.42232 -1.31097 -0.03722 -0.0324
H -4.98027 -0.51437 -0.09684 0.0550
H -3.92585 -1.27218 0.73476 -0.0121
```

Its SMILES is O.O.O.O.O.O.O. The calculation puts the frontier orbital gap at 10.82 eV. The LUMO energy comes out at -0.4 eV.


Entry b
Density functional theory data (ωB97M-V/def2-TZVPD) for a 7-piece molecular cluster, H14O7 overall.

```
21
Properties=species:S:1:pos:R:3:lowdin_charge:R:1
O 6.69522 4.59569 7.73275 -0.0348
H 6.87792 4.93242 6.85842 -0.0028
H 6.30936 3.76360 7.53054 0.0415
O 3.39740 5.61578 5.46000 -0.0971
H 3.22376 6.35822 4.82022 0.0399
H 4.18958 5.92411 5.99474 0.0279
O 4.92443 3.59716 4.42110 -0.0179
H 4.21548 4.23391 4.65014 0.0325
H 4.60883 3.11385 3.70186 0.0406
O 5.88947 8.76582 5.83128 -0.0760
H 6.68195 8.21065 5.86922 0.0515
H 5.35196 8.48120 6.63480 0.0637
O 4.77425 6.64756 7.79337 -0.1063
H 5.34236 5.79200 7.78982 0.0442
H 5.08794 6.93034 8.66498 0.0562
O 6.56473 5.29985 5.05993 -0.0703
H 6.00757 4.60126 4.68049 -0.0395
H 5.99587 6.07197 4.91619 0.0247
O 3.99232 7.77643 3.96594 -0.0554
H 4.49410 8.35655 4.55748 0.0150
H 3.37048 8.34674 3.50262 0.0623
```

Its SMILES is O.O.O.O.O.O.O. The calculation puts the frontier orbital gap at 11.64 eV. The LUMO energy comes out at 0.5 eV.


Entry c
Density functional theory data (ωB97M-V/def2-TZVPD) for a 7-piece molecular cluster, H14O7 overall.

```
21
Properties=species:S:1:pos:R:3:lowdin_charge:R:1
O -0.37014 -1.26263 -0.59831 -0.0712
H -0.80539 -1.91194 -0.03444 0.0357
H 0.52210 -1.20066 -0.23907 -0.0073
O -2.87582 -0.48994 1.21197 -0.0752
H -3.15959 0.41454 1.38628 0.0579
H -2.10597 -0.60775 1.77981 0.0546
O 5.26013 -1.36754 0.25100 -0.0599
H 4.55243 -1.40648 -0.40218 0.0213
H 5.48023 -2.29171 0.41367 0.0383
O 0.62190 2.42247 0.95717 -0.0588
H 1.52039 2.37427 1.30267 0.0442
H 0.73425 2.35942 0.00198 -0.0002
O -4.35261 -1.24519 -0.27453 -0.0889
H -3.83519 -0.44130 -0.39711 0.0140
H -4.71735 -1.42485 -1.14842 0.0388
O 1.65446 0.09803 -0.45924 -0.0436
H 1.61710 0.66478 0.31947 0.0335
H 2.56716 0.17255 -0.75996 0.0723
O -0.52531 1.91791 -1.33883 -0.0538
H -0.30049 1.22292 -0.71000 -0.0075
H -1.48229 2.00314 -1.26194 0.0559
```

Its SMILES is O.O.O.O.O.O.O. The calculation puts the frontier orbital gap at 10.82 eV. The LUMO energy comes out at 0.1 eV.


Entry d
Density functional theory data (ωB97M-V/def2-TZVPD) for a 7-piece molecular cluster, H14O7 overall.

```
21
Properties=species:S:1:pos:R:3:lowdin_charge:R:1
O 2.80513 9.93616 17.84577 -0.0436
H 3.39972 10.63740 18.11215 0.0341
H 3.04369 9.75138 16.93738 0.0116
O 1.41148 10.59873 13.68870 -0.0454
H 1.98655 9.95661 14.10488 0.0034
H 1.96648 11.36712 13.55536 0.0294
O -0.38071 8.45377 13.10431 -0.0655
H 0.01557 7.84694 13.72958 -0.0257
H -0.35724 7.98696 12.26899 0.0250
O -1.15796 5.21195 16.51898 -0.0543
H -1.70732 4.72770 17.13538 0.0297
H -0.26714 5.09674 16.84974 -0.0272
O 3.40808 5.83035 15.01971 -0.0304
H 3.73640 5.22001 14.35947 0.0759
H 3.81789 6.66659 14.79837 0.0692
O 1.61967 4.77981 16.85467 -0.0419
H 2.20374 5.11016 16.17206 -0.0190
H 1.19360 4.01961 16.45873 0.0514
O 1.15113 7.41780 15.08071 -0.0245
H 1.51193 8.08689 15.66242 0.0481
H 1.62055 6.61731 15.31541 -0.0003
```

Its SMILES is O.O.O.O.O.O.O. The calculation puts the frontier orbital gap at 9.79 eV. The LUMO energy comes out at -0.3 eV.


Most stable structure, least stable structure: entry b, entry c.


Entry a
Density functional theory data (ωB97M-V/def2-TZVPD) for a 7-piece molecular cluster, H14O7 overall.

```
21
Properties=species:S:1:pos:R:3:lowdin_charge:R:1
O -0.77589 -0.36951 -0.37141 -0.0441
H -0.00550 -0.28152 0.18982 0.0259
H -0.50992 -0.99193 -1.04822 0.0203
O 0.05371 1.95701 3.27830 -0.0485
H 0.96707 1.67099 3.26349 0.0285
H 0.08191 2.86572 2.97883 0.0314
O -3.36122 2.61011 2.13019 -0.0432
H -3.21770 3.27346 2.80517 0.0322
H -2.51239 2.17837 2.03366 0.0186
O -3.87571 1.71561 -1.22403 -0.0547
H -3.71447 2.29351 -0.47820 0.0073
H -3.31021 0.95921 -1.06821 0.0148
O 3.36336 0.15791 1.04317 -0.0526
H 3.69975 -0.41987 0.35816 0.0101
H 4.03625 0.14041 1.72371 0.0283
O 3.13637 -2.16892 -1.66589 -0.0450
H 3.57081 -2.77549 -1.06625 0.0332
H 2.34439 -2.63026 -1.94185 0.0124
O -0.02139 -3.22208 -3.29795 -0.0455
H -0.29783 -2.87992 -4.14809 0.0374
H 0.34851 -4.08277 -3.49443 0.0331
```

Its SMILES is O.O.O.O.O.O.O. The calculation puts the frontier orbital gap at 10.89 eV. The LUMO energy comes out at 0.2 eV.


Entry b
Density functional theory data (ωB97M-V/def2-TZVPD) for a 7-piece molecular cluster, H14O7 overall.

```
21
Properties=species:S:1:pos:R:3:lowdin_charge:R:1
O -0.82119 -0.66558 -0.29637 -0.1092
H -0.22737 -0.49205 0.50600 0.0378
H -1.69959 -0.42987 0.01149 0.0340
O 2.66234 -2.33745 0.75085 -0.1117
H 2.86534 -3.20368 1.22606 0.0886
H 1.93012 -2.64389 0.14588 0.0104
O 0.84268 -2.71800 -1.27563 -0.1001
H -0.16083 -2.68751 -1.06429 0.0940
H 0.97593 -1.83677 -1.69360 0.0611
O -0.17312 1.51033 -1.80099 -0.1028
H -0.21998 0.63230 -1.23045 0.0510
H -0.88639 1.35302 -2.40448 0.0350
O 1.04638 -0.19016 1.67697 0.0126
H 1.21876 0.54634 1.20526 -0.0074
H 1.77477 -0.76972 1.43374 0.0253
O -1.40320 3.32076 -0.07755 -0.0843
H -0.92463 4.11039 0.17418 0.0476
H -0.78596 2.85155 -0.70651 0.0241
O -2.18860 1.03511 1.09664 -0.0980
H -2.33303 1.82223 0.46438 0.0619
H -1.24943 1.10753 1.34098 0.0301
```

Its SMILES is O.O.O.O.O.O.O. The calculation puts the frontier orbital gap at 11.42 eV. The LUMO energy comes out at 0.3 eV.


Most stable structure, least stable structure: entry b, entry a.